# 1
Below is C10H30FInO5S5 as an isolated structure, with properties calculated with ωB97M-V/def2-TZVPD.

frontier orbital gap (alpha / beta): 9.27 / 5.33 eV
charge: +1
LUMO (alpha / beta): -1.9 / -5.8 eV
multiplicity: 2

Last column: Löwdin spin population.
Atoms and positions in Å:
In  0.216  -1.634  -0.559  0.176
F  0.566  -4.078  -2.239  0.660
C  -4.424  -0.556  -2.375  0.000
S  -3.865  0.039  -0.668  0.002
O  -2.305  -0.083  -0.919  0.025
C  -4.332  1.932  -0.867  0.001
H  -3.794  -0.133  -3.157  0.000
H  -5.435  -0.299  -2.691  0.000
H  -4.381  -1.632  -2.545  0.000
H  -4.292  2.342  0.142  0.000
H  -5.341  1.886  -1.277  0.000
H  -3.684  2.490  -1.543  0.000
C  -0.872  3.378  1.217  0.001
S  -1.010  1.656  1.850  0.002
O  0.008  0.808  1.053  0.031
C  -0.293  1.962  3.515  0.001
H  -1.625  3.970  1.737  0.000
H  -1.209  3.527  0.191  0.000
H  0.057  3.869  1.507  0.000
H  0.590  2.589  3.389  0.000
H  -0.154  0.959  3.920  0.000
H  -1.028  2.416  4.178  0.000
C  3.264  -1.588  3.336  0.000
S  1.880  -2.687  2.993  0.003
O  0.871  -1.791  2.302  0.035
C  1.297  -3.004  4.730  0.002
H  3.423  -1.325  2.290  0.000
H  4.165  -2.052  3.739  0.000
H  3.107  -0.598  3.764  0.000
H  1.142  -2.046  5.226  0.000
H  2.026  -3.639  5.232  0.000
H  0.421  -3.651  4.702  0.000
C  -0.703  -0.469  -5.447  0.000
S  -0.792  -1.977  -4.427  0.000
O  -1.072  -1.339  -3.104  0.019
C  -2.439  -2.501  -4.951  0.001
H  0.301  -0.076  -5.286  0.000
H  -1.388  0.376  -5.380  0.000
H  -0.725  -0.685  -6.515  0.000
H  -3.181  -1.795  -4.578  0.000
H  -2.728  -3.458  -4.517  0.000
H  -2.493  -2.332  -6.027  0.000
C  5.061  0.575  -0.079  0.001
S  3.267  1.095  0.139  0.003
O  2.608  -0.237  0.310  0.033
C  3.217  1.925  1.768  0.001
H  5.393  0.244  0.905  0.000
H  5.640  1.450  -0.375  0.000
H  5.161  -0.179  -0.859  0.000
H  3.405  2.991  1.642  0.000
H  4.154  1.631  2.242  0.000
H  2.326  1.734  2.366  0.000

=====

# 2
Below is a 6-piece molecular cluster, C10H30NO13 overall, with properties calculated with ωB97M-V/def2-TZVPD.

frontier orbital gap: 6.65 eV
charge: -1
LUMO: 2.3 eV
ΔE to the lowest compared entry with this formula, charge and spin: 388.7 kJ/mol
multiplicity: 1

Last column: natural (NBO) charge in e.
Atoms and positions in Å:
N  2.899  3.825  -4.579  0.732
O  2.864  2.635  -4.384  -0.588
O  2.033  4.432  -5.221  -0.593
O  3.793  4.413  -4.138  -0.549
C  0.457  9.944  -11.679  -0.081
C  1.283  10.067  -10.417  -0.080
O  1.353  8.815  -9.723  -0.727
O  -0.839  9.646  -11.275  -0.717
H  0.912  9.214  -12.348  0.162
H  0.360  10.798  -12.349  0.162
H  0.907  10.792  -9.696  0.167
H  2.310  10.407  -10.557  0.164
H  1.903  8.851  -8.937  0.481
H  -1.461  9.509  -11.994  0.469
C  9.124  1.064  -8.246  -0.078
C  7.872  1.404  -7.373  -0.080
O  7.302  2.599  -7.767  -0.724
O  9.006  1.168  -9.687  -0.731
H  9.565  0.101  -7.990  0.175
H  9.907  1.744  -7.911  0.152
H  8.188  1.523  -6.337  0.167
H  7.195  0.567  -7.542  0.157
H  6.601  2.832  -7.154  0.487
H  9.228  2.048  -10.003  0.475
C  6.127  9.224  -4.841  -0.099
C  6.456  9.294  -3.289  -0.100
O  6.777  7.958  -2.758  -0.719
O  4.834  8.680  -5.120  -0.704
H  6.902  8.556  -5.216  0.169
H  6.292  10.253  -5.158  0.176
H  5.567  9.686  -2.796  0.165
H  7.267  9.961  -2.995  0.175
H  6.049  7.429  -3.093  0.460
H  4.900  7.764  -4.842  0.474
C  0.415  -2.899  -4.933  -0.084
C  0.142  -3.843  -6.155  -0.096
O  -1.307  -4.249  -6.291  -0.726
O  1.805  -2.608  -4.839  -0.731
H  -0.032  -3.313  -4.029  0.164
H  -0.105  -1.942  -4.974  0.163
H  0.784  -4.678  -5.877  0.180
H  0.565  -3.454  -7.082  0.175
H  -1.664  -3.571  -6.869  0.464
H  1.929  -1.656  -4.825  0.490
C  5.933  -0.916  0.946  -0.099
C  5.278  0.010  -0.009  -0.095
O  6.294  0.530  -0.924  -0.758
O  6.893  -0.234  1.737  -0.723
H  6.320  -1.777  0.401  0.172
H  5.191  -1.022  1.738  0.191
H  4.904  0.921  0.458  0.178
H  4.497  -0.559  -0.513  0.174
H  5.838  1.049  -1.591  0.488
H  7.439  0.259  1.121  0.472

=====

# 3
Below is a 6-piece molecular cluster, C10H31BrN12O7 overall, with properties calculated with ωB97M-V/def2-TZVPD.

frontier orbital gap: 9.85 eV
charge: 0
LUMO: 0.4 eV
SMILES: C[C@H](Br)CN(CN)C(=O)O.NC(N)=O.NC(N)=O.NC(N)=O.NC(N)=O.NC(N)=O
multiplicity: 1

Last column: natural (NBO) charge in e.
Atoms and positions in Å:
C  3.469  -2.374  -0.357  -0.682
C  2.487  -2.202  -1.677  -0.237
Br  3.682  -2.629  -3.275  -0.053
C  1.951  -0.676  -1.930  -0.265
N  0.983  -0.142  -0.906  -0.507
C  0.079  -1.199  -0.319  -0.067
N  -0.822  -1.872  -1.376  -0.878
C  1.629  0.740  0.135  0.894
O  0.855  1.729  0.656  -0.594
O  3.002  0.646  0.651  -0.706
H  4.326  -1.545  -0.409  0.195
H  3.946  -3.455  -0.266  0.305
H  2.844  -2.108  0.624  0.207
H  1.638  -3.033  -1.724  0.254
H  2.869  0.080  -2.027  0.208
H  1.408  -0.623  -2.992  0.240
H  -0.689  -0.622  0.391  0.215
H  0.617  -1.980  0.380  0.189
H  -1.387  -2.650  -0.921  0.383
H  -1.547  -1.123  -1.587  0.383
H  3.689  0.621  -0.078  0.501
N  -0.784  5.804  0.872  -0.863
C  0.526  6.105  0.936  0.764
N  1.348  5.046  0.827  -0.844
O  0.935  7.246  1.082  -0.677
H  -1.140  4.871  0.752  0.408
H  -1.437  6.573  0.950  0.397
H  2.342  5.229  0.871  0.404
H  1.030  4.099  0.707  0.412
N  -5.403  3.615  1.972  -0.834
C  -4.099  3.915  1.830  0.771
N  -3.775  5.175  2.172  -0.844
O  -3.277  3.110  1.422  -0.692
H  -6.095  4.265  2.306  0.392
H  -5.689  2.677  1.725  0.408
H  -2.804  5.442  2.080  0.408
H  -4.438  5.852  2.510  0.391
N  -3.541  -0.146  5.039  -0.848
C  -4.318  -0.070  3.944  0.760
N  -3.904  0.821  3.025  -0.838
O  -5.319  -0.753  3.795  -0.679
H  -2.713  0.409  5.179  0.387
H  -3.818  -0.804  5.755  0.406
H  -4.461  0.910  2.185  0.404
H  -3.082  1.393  3.129  0.405
N  -3.847  -1.240  -5.864  -0.844
C  -3.247  -1.324  -4.662  0.765
N  -1.937  -1.623  -4.711  -0.848
O  -3.844  -1.143  -3.613  -0.676
H  -3.372  -1.385  -6.739  0.386
H  -4.833  -1.016  -5.872  0.409
H  -1.448  -1.696  -3.829  0.420
H  -1.428  -1.775  -5.566  0.386
N  6.875  -6.406  -0.471  -0.838
C  6.201  -5.409  0.130  0.776
N  6.664  -5.077  1.349  -0.839
O  5.247  -4.851  -0.388  -0.680
H  7.663  -6.878  -0.060  0.389
H  6.559  -6.687  -1.390  0.413
H  6.185  -4.331  1.836  0.410
H  7.449  -5.524  1.792  0.389

=====

# 4
Below is C10H31InO6 as an isolated structure, with properties calculated with ωB97M-V/def2-TZVPD.

frontier orbital gap: 3.01 eV
charge: +2
LUMO: -13.3 eV
ΔE to the lowest compared entry with this formula, charge and spin: 26.6 kJ/mol
multiplicity: 1

Last column: natural (NBO) charge in e.
Atoms and positions in Å:
In  -0.809  -2.870  -1.268  1.081
O  0.591  -0.611  -0.274  -1.021
H  1.378  -0.401  -0.814  0.442
C  -2.083  0.737  1.708  -0.630
C  -0.733  1.220  2.218  -0.077
O  0.072  0.059  2.290  -0.601
H  -2.841  1.499  1.526  0.254
H  -2.564  0.056  2.410  0.228
H  -2.044  0.160  0.784  0.196
H  -0.784  1.722  3.184  0.231
H  -0.374  1.931  1.474  0.205
H  0.333  -0.147  1.389  0.503
C  0.937  3.158  -3.134  -0.626
C  1.284  2.145  -2.027  -0.081
O  0.059  1.801  -1.396  -0.650
H  1.741  3.367  -3.839  0.247
H  0.627  4.069  -2.621  0.236
H  0.149  2.696  -3.728  0.219
H  1.992  2.559  -1.308  0.202
H  1.748  1.258  -2.459  0.182
H  0.252  1.047  -0.833  0.486
C  5.338  -1.323  0.049  -0.635
C  3.937  -0.645  0.163  -0.102
O  2.941  -1.543  0.477  -0.489
H  5.349  -2.003  -0.803  0.235
H  5.681  -1.819  0.957  0.250
H  6.089  -0.570  -0.190  0.241
H  3.757  -0.173  -0.803  0.207
H  3.986  0.147  0.909  0.246
H  2.127  -1.100  0.227  0.476
C  -1.058  -2.979  4.025  -0.627
C  -1.649  -3.068  2.627  -0.078
O  -0.663  -2.590  1.794  -0.643
H  -0.274  -3.732  4.110  0.235
H  -1.830  -3.235  4.751  0.249
H  -0.537  -2.058  4.285  0.224
H  -2.566  -2.495  2.495  0.185
H  -1.885  -4.116  2.444  0.206
H  -0.489  -1.701  2.111  0.498
C  -3.247  1.697  -3.149  -0.621
C  -3.240  0.524  -2.170  -0.074
O  -2.009  -0.034  -1.945  -0.636
H  -2.787  1.369  -4.081  0.230
H  -2.659  2.561  -2.837  0.224
H  -4.283  1.984  -3.332  0.255
H  -4.009  -0.185  -2.474  0.209
H  -3.543  0.961  -1.218  0.200
H  -1.404  0.670  -1.703  0.508